Here is a single C5H8NP molecule at a distorted geometry from the OMol25 dataset. Energies are from ωB97M-V with the def2-TZVPD basis set.

Computed properties:
total charge: 0
HOMO-LUMO gap (spin up / spin down): 6.74 / 6.74 eV
relative energy (zero: lowest compared OMol25 entry of this formula, charge and spin): 71.8 kcal/mol
HOMO level (spin up / spin down): -7.51 / -7.51 eV

Each line ends with the natural charge from an NBO analysis.
CARTESIAN COORDINATES (ANGSTROEM)
C 0.737 1.754 -1.106  0.03
C 2.076 1.449 -0.954  -0.72
C 0.136 -0.134 -0.005  0.06
C -1.906 -1.303 0.626  -0.61
C -0.527 -0.869 1.147  -0.45
N -0.184 1.025 -0.562  -0.41
P 2.779 0.252 0.032  0.38
H 0.366 2.425 -1.867  0.20
H 2.774 2.206 -1.376  0.24
H -2.208 -2.220 0.999  0.22
H -1.740 -1.575 -0.361  0.20
H -2.402 -0.361 0.573  0.23
H 0.014 -1.697 1.580  0.23
H -0.693 -0.154 1.941  0.21
H 0.780 -0.797 -0.667  0.20



Here is a molecular structure, C39H34Cl5N6O3PPb from the OMol25 dataset. Energies are from ωB97M-V with the def2-TZVPD basis set.

Computed properties:
total charge: 0
HOMO-LUMO gap: 7.29 eV
relative energy (zero: lowest compared OMol25 entry of this formula, charge and spin): 9.8 kcal/mol
HOMO level: -7.16 eV

Each line ends with the Mulliken charge.
CARTESIAN COORDINATES (ANGSTROEM)
Pb -0.364 -0.328 0.429  2.35
O 2.033 2.938 -2.057  -0.72
C 3.287 2.797 -1.577  0.38
C 4.308 3.499 -2.215  -0.60
C 5.604 3.430 -1.743  -0.29
C 5.913 2.657 -0.626  -0.94
C 4.912 1.926 -0.012  -0.44
C 3.596 1.974 -0.480  -0.04
C 2.533 1.129 0.138  0.70
O 1.296 1.583 0.043  -0.46
N 2.904 0.052 0.753  -0.99
N 1.861 -0.766 1.213  0.56
C 2.270 -1.761 1.924  -1.15
C 1.484 -2.806 2.515  0.99
C 2.158 -3.627 3.447  -0.78
C 1.522 -4.619 4.143  -0.77
C 0.149 -4.826 3.913  -0.47
C -0.528 -4.082 2.984  -0.49
C 0.108 -3.061 2.221  0.19
O -0.569 -2.456 1.307  -0.34
H 1.426 2.450 -1.462  0.08
H 4.056 4.097 -3.083  0.46
H 6.383 3.991 -2.245  0.39
H 6.926 2.619 -0.247  0.41
H 5.126 1.289 0.836  0.43
H 3.339 -1.784 2.134  0.31
H 3.213 -3.436 3.620  0.35
H 2.060 -5.230 4.857  0.40
H -0.376 -5.590 4.475  0.41
H -1.582 -4.244 2.789  0.48
N -2.500 0.178 -3.143  0.08
P -1.074 -0.736 -2.826  0.27
C -0.671 -1.279 -4.538  0.33
C 0.599 -0.997 -5.032  -0.32
C 0.971 -1.419 -6.305  -0.54
C 0.070 -2.118 -7.092  -0.45
C -1.203 -2.402 -6.608  -0.67
C -1.568 -1.990 -5.337  -0.47
C -1.772 -2.305 -2.183  0.12
C -0.923 -3.412 -2.129  -0.53
C -1.352 -4.600 -1.562  -0.67
C -2.633 -4.693 -1.030  -0.46
C -3.478 -3.596 -1.068  -0.64
C -3.046 -2.401 -1.635  -0.19
C -2.781 1.385 -2.519  0.33
C -3.952 2.092 -2.827  -0.86
C -4.195 3.281 -2.175  -0.41
C -3.276 3.757 -1.246  -0.94
C -2.151 2.992 -1.016  -0.15
N -1.900 1.835 -1.628  0.10
H -3.161 -0.134 -3.835  0.26
H 1.298 -0.448 -4.411  0.40
H 1.964 -1.199 -6.677  0.40
H 0.358 -2.449 -8.082  0.37
H -1.905 -2.954 -7.221  0.38
H -2.550 -2.246 -4.952  0.28
H 0.085 -3.335 -2.526  0.41
H -0.684 -5.452 -1.525  0.41
H -2.966 -5.620 -0.581  0.39
H -4.471 -3.657 -0.640  0.43
H -3.700 -1.537 -1.635  0.35
H -4.650 1.699 -3.556  0.39
H -5.097 3.841 -2.390  0.40
H -3.435 4.685 -0.714  0.43
H -1.394 3.313 -0.303  0.38
Cl 0.758 0.055 4.331  -0.27
C -0.941 -0.177 3.956  1.62
C -1.416 0.082 2.676  -2.02
C -2.791 -0.091 2.532  1.08
Cl -3.522 0.246 0.976  -0.22
C -3.640 -0.523 3.549  -0.47
Cl -5.332 -0.725 3.280  -0.19
C -3.104 -0.807 4.800  0.64
Cl -4.119 -1.363 6.073  -0.20
C -1.742 -0.621 5.012  -0.51
Cl -1.080 -0.955 6.570  -0.20
N 0.735 4.464 4.224  -0.50
C 1.399 4.806 2.965  -0.73
C 2.228 3.609 2.499  -0.40
N 1.372 2.392 2.536  0.21
H 0.004 5.119 4.462  0.21
H 1.394 4.442 4.993  0.18
H 0.607 2.558 3.197  0.65
H 2.052 5.677 3.025  0.41
H 0.623 5.009 2.225  0.35
H 3.078 3.461 3.164  0.36
H 2.595 3.759 1.487  0.16
H 1.067 2.120 1.554  -0.43
H 1.872 1.569 2.868  0.26



Here is a molecular structure, C25H40BrIrNOP2 at a distorted geometry from the OMol25 dataset. Energies are from ωB97M-V with the def2-TZVPD basis set.

Computed properties:
expectation value of S²: 8.815
total charge: +4
HOMO-LUMO gap (spin up / spin down): 6.75 / 5.28 eV
relative energy (zero: lowest compared OMol25 entry of this formula, charge and spin): 122.6 kcal/mol
2S+1: 6
HOMO level (spin up / spin down): -19.77 / -21.18 eV

Each line ends with the Mulliken charge.
CARTESIAN COORDINATES (ANGSTROEM)
C -2.828 -0.387 -3.725  -0.19
C -2.382 0.700 -2.944  0.81
C -2.641 2.008 -3.376  -0.25
C -3.255 2.193 -4.621  -0.51
N -3.579 1.142 -5.359  0.11
C -3.437 -0.114 -4.960  -0.64
C -1.362 0.518 -1.886  -0.80
C -0.051 0.368 -1.936  0.23
C 1.199 -0.244 -2.250  0.37
C 1.749 -0.934 -1.123  -0.57
C 3.123 -1.152 -0.947  -0.63
C 3.921 -0.836 -2.045  0.24
C 3.344 -0.441 -3.276  -0.53
C 2.009 -0.079 -3.395  -0.76
Ir -0.692 0.307 -0.052  0.91
P -1.316 -1.422 1.286  0.62
H -2.269 2.852 -2.801  0.51
H -2.607 -1.424 -3.485  0.37
H -3.433 3.201 -5.004  0.44
H -3.772 -0.932 -5.617  0.44
H 1.584 0.296 -4.341  0.57
H 1.053 -1.465 -0.436  0.84
H 4.023 -0.335 -4.136  0.47
H 3.585 -1.548 -0.033  0.69
C 0.154 -2.474 1.791  -0.54
C 0.424 -2.532 3.279  -1.10
H 1.041 -2.086 1.271  -0.05
H -0.022 -3.496 1.418  0.79
H 1.349 -3.089 3.465  0.47
H 0.576 -1.537 3.702  0.20
H -0.362 -3.049 3.835  0.32
C -2.161 -0.463 2.626  -0.53
C -3.253 0.361 1.958  -0.94
H -1.411 0.181 3.090  0.20
H -2.542 -1.126 3.406  0.65
H -3.473 1.246 2.565  0.42
H -2.956 0.683 0.937  0.05
H -4.179 -0.216 1.862  0.35
C -2.550 -2.774 1.086  -0.66
C -2.837 -3.546 2.388  -1.18
H -2.187 -3.466 0.311  0.56
H -3.493 -2.340 0.714  0.52
H -3.573 -4.341 2.213  0.43
H -1.955 -4.025 2.831  0.26
H -3.264 -2.903 3.165  0.34
Br 5.743 -0.794 -1.873  0.29
P 1.392 1.119 0.470  1.37
C 0.740 0.911 2.166  -0.07
C 1.506 1.430 3.374  -1.57
H 0.628 -0.174 2.370  -0.82
H -0.272 1.367 2.110  0.85
H 0.932 1.118 4.271  0.47
H 2.525 1.014 3.420  0.32
H 1.552 2.525 3.345  0.38
C 3.303 1.244 0.871  -0.42
C 4.050 2.569 1.054  -1.51
H 3.871 0.705 0.093  -0.18
H 3.408 0.636 1.784  0.47
H 5.126 2.342 1.208  0.42
H 3.955 3.185 0.143  0.47
H 3.744 3.137 1.955  0.33
C 0.941 2.685 -0.470  -0.33
C 1.378 4.074 -0.044  -1.26
H -0.166 2.637 -0.461  0.10
H 1.265 2.507 -1.510  0.44
H 1.107 4.731 -0.883  0.41
H 0.860 4.424 0.857  0.35
H 2.455 4.146 0.100  0.19
O -1.806 -3.337 -1.935  -0.61
H -2.547 -2.684 -1.933  0.26
H -0.982 -2.795 -1.934  0.33



Here is 15 unconnected molecules or ions with the total composition C42H120N6O15 at a distorted geometry from the OMol25 dataset. Energies are from ωB97M-V with the def2-TZVPD basis set.

Computed properties:
total charge: 0
HOMO-LUMO gap: 8.71 eV
relative energy (zero: lowest compared OMol25 entry of this formula, charge and spin): 25.7 kcal/mol
HOMO level: -8.37 eV

Each line ends with the Mulliken charge.
CARTESIAN COORDINATES (ANGSTROEM)
C 18.395 -8.748 -19.559  -0.94
C 19.542 -7.778 -19.956  1.01
C 19.922 -6.960 -18.751  -0.85
O 20.600 -8.639 -20.444  -0.62
H 17.505 -8.229 -19.202  -0.12
H 18.678 -9.415 -18.746  0.37
H 18.074 -9.394 -20.376  0.40
H 19.287 -7.042 -20.719  -0.20
H 20.621 -6.163 -19.002  0.51
H 20.164 -7.456 -17.811  0.35
H 19.093 -6.403 -18.316  -0.27
H 20.487 -8.752 -21.390  0.36
C 17.820 1.018 -14.286  -0.71
C 18.121 1.546 -15.738  0.36
C 18.021 0.337 -16.737  -0.59
O 17.222 2.635 -15.994  -0.59
H 16.971 0.358 -14.110  -0.17
H 17.689 1.874 -13.623  0.51
H 18.628 0.351 -13.984  0.06
H 19.077 2.054 -15.868  0.15
H 18.462 0.518 -17.717  0.53
H 17.011 -0.036 -16.909  0.20
H 18.611 -0.453 -16.272  -0.21
H 17.511 3.341 -15.411  0.31
C 21.592 -5.076 -15.042  -1.09
C 22.056 -6.467 -15.437  1.14
C 23.253 -6.558 -16.413  -1.50
O 22.287 -7.193 -14.221  -0.59
H 21.639 -4.442 -15.927  0.04
H 22.293 -4.534 -14.406  0.56
H 20.567 -4.992 -14.679  0.26
H 21.188 -6.965 -15.868  -0.23
H 23.090 -5.953 -17.305  0.31
H 23.323 -7.617 -16.662  0.35
H 24.188 -6.256 -15.942  0.41
H 22.751 -6.602 -13.623  0.37
C 18.665 -2.170 -19.676  -1.05
C 18.898 -3.551 -19.059  0.79
C 19.629 -3.499 -17.689  -0.02
O 17.569 -3.946 -18.753  1.16
H 19.674 -1.793 -19.846  0.48
H 18.100 -1.483 -19.046  -0.27
H 18.257 -2.198 -20.686  0.22
H 19.432 -4.208 -19.746  0.13
H 19.022 -3.156 -16.852  -0.16
H 20.500 -2.847 -17.755  0.27
H 19.916 -4.518 -17.428  -0.53
H 17.253 -3.483 -17.973  -0.74
C 18.150 -3.988 -12.786  -1.25
C 16.640 -3.638 -12.686  0.28
C 16.339 -2.197 -12.856  -0.69
O 15.921 -4.207 -13.729  -0.09
H 18.375 -3.731 -13.821  -0.07
H 18.258 -5.061 -12.626  0.37
H 18.790 -3.486 -12.061  0.58
H 16.271 -4.008 -11.729  0.24
H 15.300 -1.938 -12.650  0.17
H 16.422 -1.869 -13.892  -0.36
H 17.030 -1.489 -12.398  0.56
H 16.234 -5.111 -13.810  0.04
C 12.929 -4.709 -14.473  0.58
C 12.886 -5.602 -13.203  0.93
C 12.461 -4.700 -11.997  -1.38
O 11.816 -6.484 -13.289  -0.62
H 13.550 -3.822 -14.350  -0.17
H 11.933 -4.314 -14.674  0.73
H 13.317 -5.230 -15.349  -1.12
H 13.860 -6.070 -13.060  -0.06
H 13.349 -4.109 -11.775  0.24
H 12.208 -5.223 -11.075  0.41
H 11.678 -4.038 -12.367  0.29
H 12.037 -7.254 -13.819  0.34
O 16.082 -3.241 -16.434  1.79
H 16.051 -3.778 -15.642  -0.66
H 15.670 -2.415 -16.181  -0.63
O 14.420 -1.046 -16.050  0.46
H 13.546 -0.997 -15.663  -0.04
H 14.576 -0.169 -16.401  -0.05
O 14.530 1.638 -16.802  -0.49
H 13.837 2.176 -17.183  0.23
H 15.298 2.209 -16.789  0.19
C 12.418 -0.238 -13.134  -1.49
C 11.325 -0.360 -14.194  0.31
C 11.041 0.963 -14.866  -0.56
O 10.620 1.903 -13.905  -0.38
C 10.354 3.181 -14.523  -0.84
N 11.798 -1.363 -15.141  -0.57
H 12.678 -1.226 -12.752  0.31
H 12.093 0.361 -12.284  0.50
H 13.315 0.246 -13.520  0.21
H 10.444 -0.711 -13.656  0.46
H 10.425 0.876 -15.761  0.46
H 11.919 1.388 -15.352  0.23
H 11.186 3.882 -14.452  0.31
H 9.628 3.724 -13.918  0.31
H 9.881 3.206 -15.504  0.33
H 10.975 -1.448 -15.721  0.25
H 11.830 -2.175 -14.542  -0.06
C 16.516 -7.028 -16.499  -1.51
C 15.710 -7.348 -15.205  1.31
C 15.691 -8.894 -14.861  -1.18
O 14.965 -9.129 -13.650  -0.23
C 15.229 -10.332 -12.985  -0.87
N 16.496 -6.772 -14.115  -0.86
H 15.919 -7.315 -17.365  0.20
H 17.515 -7.465 -16.485  0.44
H 16.722 -5.957 -16.473  0.11
H 14.752 -6.830 -15.226  -0.34
H 16.709 -9.233 -14.672  0.44
H 15.340 -9.583 -15.630  0.55
H 16.251 -10.459 -12.629  0.33
H 14.892 -11.135 -13.641  0.34
H 14.516 -10.396 -12.163  0.24
H 17.430 -7.155 -14.083  0.35
H 16.111 -7.186 -13.278  0.28
C 21.674 1.696 -17.636  -1.48
C 22.147 1.016 -16.306  0.65
C 21.991 -0.525 -16.370  0.01
O 22.315 -1.223 -15.221  -0.43
C 21.323 -1.260 -14.207  -0.43
N 23.596 1.176 -16.106  -0.83
H 21.894 2.763 -17.652  0.33
H 20.630 1.485 -17.870  0.26
H 22.272 1.307 -18.460  0.45
H 21.584 1.487 -15.501  0.24
H 22.649 -0.937 -17.136  0.41
H 21.006 -0.727 -16.790  -0.39
H 21.281 -0.321 -13.654  0.42
H 21.646 -2.096 -13.587  0.30
H 20.302 -1.492 -14.509  -0.06
H 23.852 0.617 -15.304  0.33
H 24.140 0.743 -16.839  0.30
C 16.516 -6.664 -22.501  -1.07
C 17.265 -5.350 -22.656  0.98
C 17.338 -4.887 -24.153  -1.08
O 18.356 -5.592 -24.917  -0.31
C 18.744 -5.066 -26.216  -0.78
N 16.795 -4.291 -21.759  -0.28
H 16.268 -6.882 -21.462  -0.03
H 17.260 -7.397 -22.811  0.38
H 15.640 -6.731 -23.147  0.40
H 18.326 -5.426 -22.418  0.13
H 17.401 -3.806 -24.283  0.44
H 16.434 -5.113 -24.718  0.41
H 19.455 -5.779 -26.634  0.24
H 19.076 -4.028 -26.235  0.30
H 17.864 -5.078 -26.858  0.31
H 17.046 -4.531 -20.811  -0.44
H 17.307 -3.430 -21.897  0.25
C 11.778 -4.675 -18.791  -2.06
C 13.205 -5.167 -18.576  1.85
C 13.638 -6.247 -19.672  -0.33
O 12.735 -7.332 -19.596  -0.43
C 13.126 -8.374 -20.497  -0.64
N 14.082 -3.989 -18.685  0.31
H 11.025 -5.444 -18.625  0.38
H 11.549 -4.309 -19.792  0.42
H 11.549 -3.944 -18.015  0.43
H 13.294 -5.586 -17.574  -0.74
H 14.649 -6.567 -19.418  -0.21
H 13.600 -5.852 -20.687  0.61
H 14.137 -8.688 -20.238  0.21
H 13.049 -7.992 -21.515  0.30
H 12.438 -9.210 -20.374  0.27
H 14.971 -4.469 -18.679  -0.44
H 14.087 -3.477 -17.814  -0.02
C 14.754 -1.090 -20.780  -0.93
C 13.224 -1.033 -21.095  0.61
C 12.950 -0.735 -22.609  -0.74
O 13.351 0.603 -22.976  -0.35
C 12.333 1.626 -22.912  -0.75
N 12.727 -2.299 -20.864  -0.36
H 15.268 -0.145 -20.955  0.55
H 15.288 -1.883 -21.305  0.00
H 14.942 -1.352 -19.738  -0.15
H 12.844 -0.289 -20.395  0.22
H 11.916 -0.922 -22.900  0.41
H 13.570 -1.468 -23.124  0.33
H 12.670 2.523 -23.433  0.27
H 12.173 2.003 -21.902  0.27
H 11.335 1.361 -23.261  0.31
H 12.942 -2.551 -19.910  -0.07
H 11.720 -2.357 -20.921  0.30